No. 1
Molecular formula: C37H88AsF9N8O7S
Method: DFT, ωB97M-V/def2-TZVPD

Geometry as XYZ:
```
151
Properties=species:S:1:pos:R:3:lowdin_charge:R:1
As -12.854 16.804 -1.730 0.776
F -13.350 17.982 -0.537 -0.252
F -14.459 16.141 -1.850 -0.239
F -12.224 15.637 -2.885 -0.252
F -11.218 17.440 -1.771 -0.257
F -12.373 15.678 -0.487 -0.272
F -13.164 17.872 -3.068 -0.224
C -15.776 18.420 -5.405 -0.670
F -16.593 17.376 -5.317 0.108
F -16.458 19.369 -6.074 0.087
F -15.492 18.915 -4.206 0.109
S -14.169 17.986 -6.322 0.451
O -14.660 17.736 -7.680 -0.376
O -13.295 19.145 -6.227 -0.336
O -13.651 16.832 -5.624 -0.326
C -8.278 22.594 -0.675 -0.088
C -8.033 21.098 -0.858 -0.266
N -8.458 20.319 0.284 -0.199
C -7.798 20.650 1.535 -0.248
C -6.290 20.315 1.574 -0.081
C -8.547 18.892 0.009 -0.250
C -9.387 18.121 1.031 -0.071
H -8.102 23.133 -1.605 0.072
H -7.631 22.990 0.113 0.054
H -9.299 22.810 -0.354 0.063
H -8.592 20.800 -1.745 0.106
H -6.964 20.967 -1.093 0.110
H -7.888 21.712 1.763 0.096
H -8.329 20.089 2.303 0.098
H -6.141 19.269 1.306 0.060
H -5.761 20.927 0.844 0.059
H -5.928 20.494 2.587 0.064
H -7.564 18.441 -0.191 0.111
H -9.118 18.741 -0.916 0.107
H -10.360 18.572 1.210 0.078
H -8.866 18.023 1.989 0.059
H -9.534 17.136 0.589 0.050
C -15.492 20.191 0.852 -0.065
C -15.744 18.714 1.098 -0.238
N -17.154 18.388 1.457 -0.204
C -18.042 18.569 0.308 -0.247
C -19.222 17.602 0.281 -0.081
C -17.659 19.102 2.618 -0.275
C -17.021 18.647 3.929 -0.083
H -15.606 20.720 1.798 0.065
H -16.082 20.657 0.062 0.080
H -14.472 20.312 0.475 0.040
H -15.480 18.062 0.266 0.077
H -15.089 18.340 1.890 0.115
H -18.425 19.602 0.288 0.114
H -17.471 18.383 -0.603 0.125
H -18.852 16.580 0.238 0.044
H -19.834 17.697 1.185 0.062
H -19.869 17.794 -0.573 0.070
H -18.723 18.853 2.678 0.103
H -17.596 20.199 2.552 0.106
H -17.030 17.556 3.992 0.057
H -17.593 19.005 4.787 0.068
H -15.982 18.962 4.027 0.068
C -12.882 12.393 -0.690 -0.066
C -12.033 11.125 -0.549 -0.254
N -11.559 10.686 -1.867 -0.181
C -11.313 9.246 -1.902 -0.273
C -12.525 8.420 -1.498 -0.103
C -10.346 11.416 -2.203 -0.261
C -9.853 11.181 -3.611 -0.087
H -13.515 12.223 -1.558 0.071
H -12.238 13.256 -0.861 0.049
H -13.458 12.611 0.209 0.070
H -11.188 11.259 0.144 0.115
H -12.694 10.361 -0.142 0.090
H -11.059 8.987 -2.932 0.099
H -10.402 9.006 -1.322 0.115
H -13.427 8.921 -1.847 0.083
H -12.514 7.420 -1.941 0.063
H -12.539 8.226 -0.425 0.062
H -9.518 11.121 -1.527 0.104
H -10.560 12.481 -2.084 0.110
H -9.391 10.186 -3.720 0.065
H -9.016 11.809 -3.930 0.063
H -10.596 11.260 -4.408 0.063
C -19.511 12.567 -0.677 -0.084
C -18.454 13.558 -1.147 -0.286
N -18.196 13.548 -2.569 -0.173
C -19.326 13.938 -3.405 -0.249
C -19.872 15.369 -3.189 -0.067
C -17.006 14.376 -2.813 -0.260
C -16.559 14.484 -4.250 -0.080
H -19.586 12.658 0.410 0.060
H -19.268 11.532 -0.907 0.074
H -20.505 12.816 -1.065 0.057
H -18.620 14.553 -0.712 0.092
H -17.541 13.208 -0.658 0.102
H -19.093 13.691 -4.438 0.103
H -20.148 13.269 -3.117 0.089
H -20.921 15.407 -3.481 0.063
H -19.797 15.650 -2.142 0.044
H -19.264 16.067 -3.768 0.067
H -16.180 13.984 -2.205 0.105
H -17.083 15.375 -2.340 0.114
H -17.293 14.922 -4.924 0.062
H -16.226 13.526 -4.650 0.064
H -15.669 15.117 -4.230 0.065
C -8.879 14.778 -0.997 0.009
C -8.442 14.792 -2.455 -0.545
O -8.848 15.626 -3.218 0.090
N -7.535 13.847 -2.882 -0.001
C -6.786 12.989 -1.977 -0.112
H -8.701 13.792 -0.568 0.057
H -9.950 14.988 -1.008 0.069
H -8.377 15.579 -0.460 0.071
H -7.195 13.966 -3.819 0.127
H -6.364 13.547 -1.138 0.078
H -5.929 12.568 -2.504 0.075
H -7.430 12.183 -1.619 0.057
C -15.500 15.204 0.814 0.000
C -16.548 14.552 1.688 -0.540
O -16.681 13.327 1.747 0.007
N -17.415 15.423 2.256 -0.001
C -18.567 15.062 3.040 -0.089
H -15.926 16.043 0.265 0.057
H -15.199 14.510 0.037 0.063
H -14.643 15.547 1.393 0.094
H -17.232 16.429 2.135 0.086
H -18.312 14.312 3.795 0.079
H -19.318 14.604 2.390 0.075
H -18.986 15.911 3.575 0.071
C -10.664 12.505 -7.095 -0.017
C -11.358 13.334 -6.020 -0.584
O -10.873 14.354 -5.594 0.085
N -12.523 12.814 -5.560 0.008
C -13.316 13.344 -4.441 -0.053
H -10.456 13.154 -7.943 0.077
H -11.318 11.702 -7.448 0.061
H -9.764 12.060 -6.677 0.064
H -12.887 11.974 -5.965 0.108
H -12.744 13.368 -3.517 0.059
H -14.217 12.756 -4.298 0.068
H -13.570 14.365 -4.737 0.070
C -13.144 21.092 -3.210 -0.001
C -11.762 20.621 -2.817 -0.560
O -11.040 20.100 -3.633 0.060
N -11.296 20.710 -1.543 0.030
C -12.055 21.085 -0.372 -0.096
H -13.279 22.156 -2.999 0.070
H -13.877 20.510 -2.651 0.071
H -13.202 20.884 -4.275 0.073
H -10.375 20.361 -1.379 0.070
H -12.842 21.802 -0.634 0.074
H -11.389 21.706 0.235 0.066
H -12.545 20.268 0.161 0.049
```

Results
Total energy = -5960.2924 Eh
Net charge = -2
M = 1035.1 g mol⁻¹
Frontier orbital gap = 6.819 eV
Energy relative to the best compared isomer or geometry (same formula, charge and spin) = 0.0 kcal/mol

No. 2
Molecular formula: C37H90Cl4O24P6
Method: DFT, ωB97M-V/def2-TZVPD

Geometry as XYZ:
```
161
Properties=species:S:1:pos:R:3:lowdin_charge:R:1
C 1.920 -1.416 -0.234 -1.947
Cl 3.302 -0.342 -0.127 0.595
Cl 0.858 -1.106 1.161 0.508
Cl 0.798 -1.177 -1.652 0.504
Cl 2.356 -3.156 -0.231 0.548
C 3.912 8.131 -2.982 -0.046
C 3.115 6.861 -2.409 -0.187
O 4.018 5.848 -1.799 -0.182
P 4.874 6.294 -0.567 0.328
O 4.465 7.434 0.210 -0.197
O 5.018 4.939 0.211 -0.178
C 4.235 4.669 1.396 -0.250
C 4.464 3.227 1.813 -0.065
O 6.328 6.388 -1.270 -0.196
C 7.529 6.533 -0.538 -0.292
C 8.654 6.751 -1.545 -0.070
H 4.626 7.802 -3.736 0.077
H 3.150 8.763 -3.407 0.065
H 4.337 8.637 -2.132 0.053
H 2.412 7.272 -1.728 0.093
H 2.617 6.255 -3.172 0.088
H 4.517 5.391 2.157 0.112
H 3.137 4.930 1.185 0.127
H 3.747 2.900 2.544 0.069
H 4.313 2.625 0.882 0.077
H 5.423 3.031 2.227 0.064
H 7.311 7.333 0.145 0.111
H 7.652 5.631 0.015 0.101
H 8.574 7.765 -2.028 0.088
H 9.663 6.682 -1.022 0.092
H 8.517 5.937 -2.295 0.086
C -4.008 -2.238 1.742 -0.079
C -3.174 -2.842 0.606 -0.188
O -3.509 -1.909 -0.472 -0.179
P -3.879 -2.246 -1.921 0.326
O -3.951 -3.705 -2.203 -0.242
O -2.932 -1.325 -2.774 -0.211
C -2.953 -1.311 -4.263 -0.226
C -1.950 -2.255 -4.830 -0.073
O -5.221 -1.456 -2.194 -0.186
C -6.453 -2.112 -1.983 -0.281
C -7.576 -1.088 -1.823 -0.063
H -5.076 -2.099 1.665 0.071
H -3.885 -2.841 2.661 0.067
H -3.627 -1.236 1.879 0.071
H -2.145 -2.948 0.934 0.103
H -3.568 -3.884 0.275 0.143
H -4.014 -1.373 -4.585 0.124
H -2.617 -0.233 -4.405 0.124
H -1.015 -2.027 -4.310 0.066
H -2.074 -3.337 -4.607 0.095
H -1.939 -2.012 -5.872 0.073
H -6.717 -2.734 -2.843 0.114
H -6.362 -2.896 -1.153 0.138
H -7.450 -0.315 -2.586 0.056
H -8.580 -1.507 -1.853 0.079
H -7.418 -0.569 -0.876 0.071
C 4.918 -6.053 6.249 -0.060
C 5.245 -4.647 5.723 -0.313
O 4.060 -4.005 5.329 -0.176
P 3.585 -4.243 3.807 0.367
O 4.508 -5.134 3.105 -0.216
O 3.356 -2.806 3.218 -0.199
C 4.527 -1.960 2.963 -0.233
C 4.295 -0.565 3.487 -0.068
O 2.113 -4.727 4.085 -0.169
C 1.530 -5.952 3.562 -0.249
C 0.812 -5.725 2.278 -0.068
H 4.056 -5.869 7.014 0.093
H 4.569 -6.701 5.436 0.069
H 5.733 -6.634 6.676 0.069
H 5.761 -4.134 6.488 0.097
H 5.994 -4.638 4.914 0.113
H 5.334 -2.446 3.471 0.099
H 4.720 -1.897 1.875 0.098
H 3.867 -0.593 4.458 0.070
H 5.235 -0.026 3.599 0.088
H 3.593 -0.040 2.875 0.036
H 2.236 -6.753 3.400 0.113
H 0.846 -6.251 4.334 0.087
H -0.070 -5.078 2.498 0.078
H 1.398 -5.222 1.506 0.038
H 0.444 -6.727 1.919 0.106
C -0.018 3.287 -1.111 -0.066
C 1.408 3.787 -0.909 -0.251
O 2.326 3.032 -1.733 -0.175
P 2.301 3.096 -3.295 0.369
O 1.748 4.262 -3.974 -0.196
O 3.741 2.696 -3.775 -0.155
C 4.402 1.558 -3.326 -0.311
C 5.618 1.397 -4.164 -0.074
O 1.552 1.697 -3.565 -0.222
C 1.259 1.404 -4.915 -0.299
C -0.061 1.926 -5.408 -0.089
H -0.686 3.680 -0.346 0.079
H -0.230 3.461 -2.203 0.085
H 0.073 2.156 -0.957 0.098
H 1.512 4.868 -1.135 0.117
H 1.678 3.620 0.119 0.096
H 4.732 1.693 -2.304 0.111
H 3.734 0.703 -3.477 0.119
H 5.315 1.319 -5.211 0.083
H 6.245 2.287 -4.091 0.080
H 6.350 0.599 -3.929 0.091
H 2.082 1.746 -5.678 0.155
H 1.265 0.299 -4.938 0.119
H -0.230 3.001 -5.514 0.074
H -0.358 1.447 -6.299 0.059
H -0.844 1.695 -4.639 0.085
C -1.819 -1.706 4.844 -0.066
C -0.577 -2.549 4.629 -0.262
O -0.919 -3.909 4.705 -0.179
P -1.019 -4.768 6.015 0.372
O -1.201 -6.194 5.692 -0.229
O 0.279 -4.267 6.813 -0.186
C 1.006 -5.183 7.649 -0.252
C 0.763 -4.828 9.156 -0.050
O -2.275 -4.250 6.826 -0.212
C -3.624 -4.705 6.393 -0.209
C -4.527 -3.650 7.021 -0.070
H -1.716 -0.723 4.287 0.100
H -2.741 -2.112 4.443 0.053
H -1.846 -1.471 5.874 0.059
H -0.169 -2.405 3.614 0.092
H 0.151 -2.243 5.372 0.118
H 0.716 -6.217 7.348 0.119
H 2.090 -5.126 7.355 0.100
H 1.459 -5.474 9.715 0.079
H 0.974 -3.773 9.378 0.077
H -0.318 -4.997 9.231 0.073
H -3.742 -4.766 5.302 0.117
H -3.671 -5.736 6.824 0.128
H -4.084 -2.732 6.714 0.052
H -5.564 -3.682 6.690 0.077
H -4.578 -3.679 8.111 0.082
C -8.480 1.170 -6.247 -0.079
C -7.593 0.075 -5.763 -0.222
O -6.530 0.334 -4.751 -0.208
P -5.731 1.709 -4.637 0.371
O -6.572 2.915 -4.378 -0.241
O -4.955 1.753 -5.991 -0.161
C -4.875 2.956 -6.720 -0.290
C -3.754 3.663 -6.165 -0.067
O -4.580 1.464 -3.579 -0.170
C -4.931 1.792 -2.157 -0.217
C -3.643 1.986 -1.495 -0.082
H -9.220 0.765 -6.925 0.085
H -8.870 1.714 -5.377 0.088
H -7.840 1.928 -6.719 0.072
H -8.155 -0.661 -5.213 0.109
H -7.056 -0.361 -6.598 0.117
H -4.799 2.607 -7.716 0.118
H -5.750 3.565 -6.616 0.111
H -3.509 4.646 -6.501 0.086
H -3.971 3.770 -5.140 0.070
H -2.836 3.149 -6.321 0.071
H -5.403 2.758 -2.217 0.105
H -5.562 1.126 -1.621 0.096
H -3.244 2.954 -1.705 0.065
H -3.651 1.882 -0.414 0.085
H -2.858 1.263 -1.815 0.090
```

Results
Total energy = -7158.9739 Eh
M = 1246.8 g mol⁻¹
Frontier orbital gap = 10.360 eV
SMILES = CCOP(=O)(OCC)OCC.CCOP(=O)(OCC)OCC.CCOP(=O)(OCC)OCC.CCOP(=O)(OCC)OCC.CCOP(=O)(OCC)OCC.CCOP(=O)(OCC)OCC.ClC(Cl)(Cl)Cl

No. 3
Molecular formula: C37H91BaN6O15
Method: DFT, ωB97M-V/def2-TZVPD

Geometry as XYZ:
```
150
Properties=species:S:1:pos:R:3:lowdin_charge:R:1
Ba 24.191 6.016 -12.266 2.101
O 28.515 4.972 -11.022 0.107
C 27.322 5.305 -11.537 -0.864
O 26.555 4.387 -11.830 -0.120
O 26.950 6.480 -11.767 -0.121
H 28.213 4.063 -10.949 0.096
C 26.788 1.076 -13.339 -0.098
O 27.228 0.806 -14.691 -0.207
C 28.591 0.279 -14.789 -0.186
C 29.044 0.116 -16.210 -0.240
N 30.384 -0.338 -16.319 -0.066
C 31.485 0.583 -15.966 -0.166
C 31.464 1.943 -16.705 -0.204
O 31.981 1.916 -18.038 -0.175
C 31.029 1.429 -18.955 -0.118
H 25.801 1.540 -13.345 0.064
H 27.346 1.901 -12.897 0.067
H 26.678 0.162 -12.756 0.089
H 28.628 -0.598 -14.142 0.127
H 29.223 1.021 -14.302 0.104
H 28.887 1.037 -16.771 0.099
H 28.440 -0.660 -16.680 0.126
H 30.467 -1.180 -15.767 0.110
H 32.437 0.086 -16.158 0.122
H 31.499 0.832 -14.905 0.086
H 32.167 2.616 -16.214 0.109
H 30.494 2.424 -16.575 0.105
H 30.096 1.982 -18.840 0.073
H 30.774 0.377 -18.831 0.082
H 31.476 1.645 -19.926 0.091
C 31.066 2.898 -12.186 -0.088
O 31.927 2.619 -13.302 -0.237
C 33.281 3.165 -13.276 -0.146
C 34.032 2.389 -12.121 -0.211
N 35.359 2.910 -11.941 -0.087
C 36.219 1.986 -11.222 -0.190
C 36.569 0.701 -12.015 -0.193
O 35.684 -0.356 -11.577 -0.221
C 36.036 -1.629 -12.135 -0.097
H 30.072 2.591 -12.513 0.068
H 31.093 3.959 -11.936 0.086
H 31.278 2.287 -11.310 0.076
H 33.307 4.236 -13.077 0.116
H 33.749 2.983 -14.244 0.112
H 33.999 1.336 -12.401 0.113
H 33.490 2.507 -11.182 0.104
H 35.830 3.167 -12.797 0.106
H 35.810 1.801 -10.229 0.110
H 37.114 2.599 -11.119 0.114
H 37.603 0.470 -11.759 0.112
H 36.544 0.893 -13.088 0.122
H 37.107 -1.804 -12.031 0.083
H 35.756 -1.691 -13.186 0.084
H 35.542 -2.446 -11.608 0.083
C 24.137 9.344 -13.098 -0.071
O 24.934 8.182 -13.407 -0.445
C 25.134 8.021 -14.822 -0.216
C 26.038 6.839 -15.090 -0.204
N 25.259 5.582 -15.023 -0.093
C 26.170 4.418 -15.130 -0.199
C 26.785 4.199 -16.507 -0.210
O 25.689 3.975 -17.388 -0.213
C 25.955 3.539 -18.739 -0.057
H 24.686 10.178 -13.534 0.106
H 24.109 9.464 -12.015 0.081
H 23.117 9.263 -13.473 0.096
H 25.620 8.908 -15.227 0.133
H 24.198 7.953 -15.376 0.132
H 26.928 6.878 -14.461 0.134
H 26.469 7.033 -16.072 0.123
H 24.732 5.484 -15.880 0.102
H 25.687 3.478 -14.867 0.111
H 27.085 4.414 -14.538 0.122
H 27.544 3.417 -16.548 0.118
H 27.319 5.114 -16.763 0.114
H 26.636 2.695 -18.633 0.084
H 26.497 4.324 -19.267 0.083
H 25.000 3.367 -19.236 0.091
C 21.842 3.497 -13.980 -0.051
O 22.626 3.722 -12.771 -0.361
C 22.434 2.772 -11.728 -0.200
C 23.210 3.170 -10.463 -0.230
N 23.138 4.572 -10.198 -0.181
C 23.995 4.828 -9.022 -0.200
C 24.085 6.278 -8.727 -0.202
O 24.803 6.839 -9.823 -0.390
C 25.267 8.145 -9.578 -0.094
H 21.814 4.338 -14.673 0.085
H 20.833 3.129 -13.790 0.099
H 22.432 2.800 -14.574 0.096
H 22.686 1.774 -12.086 0.136
H 21.378 2.744 -11.459 0.124
H 24.211 2.801 -10.688 0.125
H 22.908 2.509 -9.650 0.137
H 22.170 4.712 -9.946 0.131
H 24.996 4.400 -9.074 0.141
H 23.526 4.354 -8.160 0.135
H 24.610 6.348 -7.774 0.145
H 23.111 6.766 -8.689 0.136
H 25.892 8.548 -10.374 0.093
H 25.986 8.186 -8.760 0.099
H 24.401 8.760 -9.332 0.099
C 30.219 6.857 -9.537 -0.093
O 30.668 7.960 -8.728 -0.212
C 29.820 9.105 -8.752 -0.211
C 30.173 10.046 -7.575 -0.195
N 29.633 9.563 -6.278 -0.059
C 29.810 10.625 -5.302 -0.213
C 29.417 10.033 -3.900 -0.218
O 30.431 9.227 -3.329 -0.205
C 30.168 8.592 -2.110 -0.119
H 29.303 6.506 -9.062 0.069
H 30.905 6.010 -9.531 0.089
H 29.903 7.265 -10.497 0.081
H 28.782 8.795 -8.630 0.105
H 30.045 9.603 -9.695 0.118
H 29.916 11.081 -7.802 0.114
H 31.253 10.091 -7.432 0.117
H 30.288 8.847 -5.997 0.106
H 29.130 11.463 -5.453 0.117
H 30.839 10.969 -5.194 0.118
H 28.447 9.555 -4.033 0.113
H 29.286 10.778 -3.115 0.113
H 31.121 8.113 -1.883 0.090
H 29.438 7.796 -2.260 0.086
H 29.915 9.226 -1.261 0.086
C 28.606 2.418 -7.496 -0.097
O 29.047 1.045 -7.267 -0.195
C 30.299 0.990 -6.531 -0.195
C 31.466 0.867 -7.529 -0.227
N 32.716 0.912 -6.842 -0.071
C 33.900 0.863 -7.742 -0.181
C 34.350 -0.525 -8.236 -0.216
O 34.636 -1.364 -7.129 -0.185
C 35.429 -2.500 -7.466 -0.102
H 27.557 2.430 -7.790 0.071
H 29.082 2.896 -8.352 0.064
H 28.791 3.084 -6.654 0.083
H 30.204 0.161 -5.829 0.120
H 30.408 1.832 -5.848 0.111
H 31.468 1.706 -8.225 0.116
H 31.340 -0.094 -8.027 0.116
H 32.815 0.160 -6.175 0.108
H 34.676 1.282 -7.101 0.112
H 33.848 1.625 -8.520 0.103
H 35.183 -0.393 -8.927 0.102
H 33.498 -0.936 -8.778 0.116
H 36.367 -2.249 -7.962 0.084
H 34.869 -3.158 -8.132 0.081
H 35.667 -3.142 -6.618 0.085
```

Results
Total energy = -2946.5486 Eh
Net charge = +1
M = 997.5 g mol⁻¹
Frontier orbital gap = 6.939 eV
Energy relative to the best compared isomer or geometry (same formula, charge and spin) = 0.0 kcal/mol